# 1
Entry from OMol25: a 11-piece molecular cluster, C59H76F9N2O31S3 overall (wB97M-V/def2-TZVPD).

Kohn-Sham gap   0.2745 hartree
HOMO energy   -0.310 hartree
F_max   3.58 eV/A
E   -6828.930092 Ha
LUMO energy   -0.972 eV

Geometry as ORCA input:
```
! wB97M-V def2-TZVPD RIJCOSX def2/J DEFGRID3
* xyz 0 2
C -1.01 -4.37 -3.20
C -0.31 -3.56 -1.98
C 0.53 -2.41 -2.71
C 0.57 -4.61 -1.21
C 1.35 -3.98 0.02
C 2.76 -3.32 -0.37
C 3.69 -4.24 -1.25
C 5.01 -3.44 -1.68
S 4.47 -2.09 -2.82
C 4.92 -0.48 -2.06
S 4.93 0.81 -3.07
N 5.24 -0.51 -0.65
C 6.56 0.05 -0.35
C 6.95 1.45 -0.45
C 8.34 1.82 -0.15
C 9.35 0.83 0.25
C 8.96 -0.57 0.38
C 7.59 -0.93 0.07
C 4.18 0.00 0.21
C 3.33 1.14 -0.04
C 2.25 1.58 0.94
C 2.06 0.89 2.21
C 2.96 -0.27 2.46
C 3.97 -0.72 1.50
C 1.61 -5.16 1.05
C 2.31 -4.70 2.38
C 1.65 -5.36 3.65
F 1.70 -6.75 3.62
F 0.27 -5.07 3.52
C 2.06 -4.75 5.03
F 1.36 -5.41 6.01
F 1.61 -3.44 5.05
S 3.88 -4.73 5.47
F 3.55 -3.65 6.66
F 3.60 -5.94 6.57
F 4.28 -5.88 4.40
F 4.23 -3.51 4.47
F 5.43 -4.72 5.96
C 0.45 -2.81 0.60
C -1.09 -2.91 0.28
C -1.80 -4.05 1.15
C -1.74 -1.55 0.82
N -1.43 -3.02 -1.17
O -1.94 -1.94 -1.66
H -0.44 -5.34 -3.32
H -0.88 -3.83 -4.17
H -2.10 -4.57 -2.98
H 1.54 -2.79 -3.01
H 0.68 -1.60 -1.94
H -0.05 -1.96 -3.55
H 1.21 -5.17 -1.94
H -0.15 -5.37 -0.78
H 2.50 -2.33 -0.84
H 3.35 -3.07 0.56
H 3.24 -4.60 -2.21
H 4.04 -5.09 -0.60
H 5.58 -3.07 -0.79
H 5.69 -4.18 -2.20
H 6.18 2.19 -0.77
H 8.70 2.87 -0.22
H 10.41 1.11 0.45
H 9.68 -1.37 0.68
H 7.31 -2.01 0.16
H 3.43 1.73 -0.98
H 1.57 2.45 0.75
H 1.28 1.18 2.96
H 2.78 -0.81 3.43
H 4.57 -1.61 1.79
H 2.33 -5.87 0.54
H 0.66 -5.73 1.18
H 2.29 -3.59 2.56
H 3.40 -4.96 2.28
H 0.54 -2.81 1.73
H 0.79 -1.78 0.29
H -1.47 -3.88 2.21
H -1.60 -5.08 0.77
H -2.90 -3.79 1.13
H -2.84 -1.52 0.69
H -1.21 -0.65 0.42
H -1.53 -1.55 1.93
C 2.59 3.46 5.64
C 1.58 4.55 5.87
O 0.72 4.43 4.74
C 0.83 3.15 4.28
O 0.13 2.67 3.45
O 1.85 2.50 4.90
H 2.96 3.03 6.57
H 3.44 3.79 5.05
H 0.99 4.39 6.78
H 2.03 5.54 5.92
C -5.18 0.28 -2.56
C -4.49 -0.84 -3.29
O -5.57 -1.71 -3.61
C -6.71 -0.97 -3.63
O -7.77 -1.35 -4.02
O -6.49 0.28 -3.13
H -4.69 1.24 -2.71
H -5.26 0.09 -1.49
H -4.02 -0.50 -4.22
H -3.75 -1.34 -2.67
C -4.41 6.02 -3.26
C -4.00 5.16 -2.11
O -4.33 3.84 -2.56
C -4.34 3.87 -3.91
O -4.41 2.90 -4.61
O -4.25 5.15 -4.39
H -3.79 6.90 -3.36
H -5.46 6.33 -3.20
H -2.93 5.21 -1.91
H -4.54 5.40 -1.20
C -3.23 -6.85 3.82
C -4.45 -7.36 4.54
O -5.47 -6.47 4.10
C -5.07 -5.96 2.90
O -5.77 -5.31 2.19
O -3.78 -6.27 2.64
H -2.53 -7.64 3.58
H -2.71 -6.07 4.39
H -4.71 -8.38 4.24
H -4.35 -7.32 5.62
C -7.20 1.36 1.53
C -5.78 0.92 1.72
O -5.04 1.89 0.99
C -5.81 3.01 0.92
O -5.43 4.07 0.53
O -7.07 2.77 1.37
H -7.83 1.13 2.39
H -7.66 0.94 0.64
H -5.46 0.95 2.77
H -5.60 -0.08 1.33
C -6.26 2.16 -8.11
C -5.39 1.06 -7.57
O -4.96 0.38 -8.75
C -5.04 1.27 -9.77
O -4.59 1.09 -10.86
O -5.69 2.41 -9.39
H -6.23 3.05 -7.49
H -7.30 1.85 -8.24
H -4.52 1.44 -7.04
H -5.94 0.38 -6.91
C -1.97 10.45 -4.00
C -0.49 10.26 -3.81
O -0.42 9.51 -2.60
C -1.60 8.86 -2.46
O -1.81 8.01 -1.65
O -2.52 9.29 -3.37
H -2.25 10.49 -5.05
H -2.35 11.34 -3.49
H -0.03 9.69 -4.61
H 0.04 11.21 -3.70
C 5.05 5.62 -1.14
C 3.67 5.60 -0.55
O 3.74 4.55 0.41
C 5.06 4.41 0.75
O 5.45 3.75 1.66
O 5.86 5.15 -0.07
H 5.36 6.61 -1.45
H 5.15 4.93 -1.99
H 3.41 6.53 -0.04
H 2.90 5.38 -1.30
C 0.25 -3.86 8.42
C 1.50 -3.37 9.10
O 1.10 -2.11 9.62
C -0.26 -2.14 9.76
O -0.89 -1.30 10.32
O -0.79 -3.24 9.17
H 0.16 -4.95 8.45
H 0.19 -3.53 7.38
H 1.80 -4.02 9.93
H 2.34 -3.26 8.42
C -1.43 3.09 -5.79
C -0.37 3.72 -6.65
O 0.69 3.95 -5.72
C 0.52 3.07 -4.69
O 1.31 2.87 -3.83
O -0.68 2.44 -4.78
H -2.04 2.38 -6.34
H -2.08 3.83 -5.33
H -0.01 3.05 -7.44
H -0.69 4.65 -7.11
*
```



# 2
Entry from OMol25: C59H82FN21O3S as an isolated structure (wB97M-V/def2-TZVPD).

Kohn-Sham gap   0.2761 hartree
HOMO energy   -0.328 hartree
F_max   2.10 eV/A
E   -4170.711200 Ha
LUMO energy   -1.416 eV

Geometry as ORCA input:
```
! wB97M-V def2-TZVPD RIJCOSX def2/J DEFGRID3
* xyz 0 1
C 6.37 -1.05 3.94
C 7.15 -0.75 2.61
C 6.84 -1.77 1.47
C 6.80 -1.13 0.05
C 5.66 -1.74 -0.85
C 4.47 -0.75 -1.08
C 3.20 -1.24 -0.30
C 2.44 -0.07 0.32
C 1.14 0.42 -0.09
C 0.42 -0.34 -1.22
O 0.26 -1.71 -0.85
C -0.84 -1.87 -0.02
C -1.94 -2.56 -0.54
C -3.04 -2.76 0.30
C -3.13 -2.27 1.61
C -1.99 -1.55 2.13
C -0.90 -1.41 1.29
C 0.49 1.49 0.49
C -0.88 1.97 0.05
O -0.76 2.39 -1.31
O -1.91 3.09 -1.71
C 1.18 2.15 1.57
N 0.72 3.21 2.27
S 1.89 3.50 3.39
N 3.01 2.37 3.09
C 2.50 1.69 2.05
C 3.06 0.58 1.36
F 4.26 0.11 1.76
H 5.68 -0.22 4.19
H 7.08 -1.15 4.77
H 5.75 -1.96 3.81
H 6.78 0.24 2.27
H 8.24 -0.63 2.78
H 5.89 -2.28 1.73
H 7.64 -2.54 1.49
H 7.76 -1.35 -0.44
H 6.68 -0.04 0.12
H 5.28 -2.69 -0.44
H 6.13 -1.91 -1.83
H 4.71 0.30 -0.83
H 4.26 -0.77 -2.17
H 2.61 -1.83 -1.00
H 3.49 -1.89 0.54
H -0.50 0.14 -1.56
H 1.11 -0.33 -2.08
H -1.91 -2.96 -1.56
H -3.91 -3.33 -0.06
H -4.00 -2.41 2.25
H -1.94 -1.14 3.15
H -0.02 -0.88 1.68
H -1.13 2.87 0.65
H -1.68 1.22 0.22
H -2.70 2.66 -1.33
C -4.17 -3.78 -3.62
C -4.66 -4.33 -2.35
N -5.04 -4.75 -1.35
H -4.64 -4.31 -4.46
H -4.40 -2.72 -3.69
H -3.09 -3.91 -3.69
C -6.44 0.19 1.54
C -5.03 0.53 1.36
N -3.92 0.80 1.21
H -6.99 0.38 0.62
H -6.53 -0.87 1.80
H -6.87 0.79 2.34
C -0.24 5.27 -3.86
C 0.73 5.26 -4.96
N 1.49 5.24 -5.82
H -0.11 6.18 -3.27
H -1.25 5.25 -4.26
H -0.09 4.41 -3.22
C 10.86 1.36 1.38
C 10.55 -0.02 1.77
N 10.32 -1.10 2.08
H 11.93 1.52 1.39
H 10.48 1.55 0.37
H 10.38 2.05 2.07
C -4.41 -5.19 4.93
C -4.23 -3.75 5.14
N -4.10 -2.62 5.31
H -5.30 -5.37 4.33
H -3.54 -5.60 4.42
H -4.53 -5.69 5.89
C 3.97 2.94 -6.58
C 4.18 1.62 -7.19
N 4.34 0.58 -7.66
H 3.85 2.83 -5.50
H 4.83 3.57 -6.78
H 3.08 3.40 -6.99
C -4.97 5.85 -3.38
C -4.00 5.83 -4.48
N -3.24 5.82 -5.34
H -4.85 6.75 -2.79
H -5.99 5.82 -3.78
H -4.82 4.98 -2.74
C -7.06 -0.48 -5.33
C -5.66 -0.89 -5.20
N -4.56 -1.21 -5.09
H -7.63 -1.25 -5.84
H -7.49 -0.31 -4.35
H -7.12 0.45 -5.91
C -6.47 2.63 5.03
C -7.48 2.82 3.98
N -8.26 2.97 3.15
H -5.82 3.50 5.08
H -6.95 2.49 5.99
H -5.86 1.75 4.81
C -9.65 -1.24 -1.30
C -9.51 -1.60 -2.72
N -9.40 -1.88 -3.83
H -10.17 -0.29 -1.21
H -10.23 -2.01 -0.78
H -8.67 -1.16 -0.84
C -1.15 1.11 5.26
C -2.30 1.59 6.04
N -3.20 1.96 6.65
H -1.44 0.99 4.22
H -0.33 1.83 5.33
H -0.81 0.15 5.65
C -1.38 5.59 2.71
C -2.58 5.95 3.47
N -3.53 6.23 4.06
H -1.63 5.48 1.65
H -0.63 6.37 2.81
H -0.96 4.66 3.07
C -6.81 -7.80 0.58
C -6.88 -6.73 1.58
N -6.93 -5.87 2.35
H -7.01 -8.76 1.05
H -7.54 -7.62 -0.20
H -5.81 -7.83 0.14
C 2.08 -3.13 3.59
C 0.94 -2.66 4.38
N 0.04 -2.29 5.00
H 1.78 -3.24 2.55
H 2.90 -2.41 3.65
H 2.43 -4.09 3.96
C 6.40 -3.84 -4.59
C 5.96 -4.45 -3.32
N 5.61 -4.94 -2.35
H 5.96 -4.37 -5.43
H 6.10 -2.80 -4.62
H 7.49 -3.91 -4.68
C -12.41 1.21 -3.70
C -11.19 1.63 -3.00
N -10.24 1.97 -2.45
H -12.87 2.06 -4.19
H -12.16 0.46 -4.45
H -13.11 0.78 -2.99
C 4.13 6.02 2.82
C 5.53 6.46 2.68
N 6.62 6.79 2.58
H 3.59 6.23 1.90
H 4.10 4.95 3.02
H 3.66 6.55 3.64
C 9.47 -6.46 -6.46
C 9.54 -5.03 -6.16
N 9.61 -3.90 -5.94
H 8.61 -6.67 -7.09
H 10.38 -6.78 -6.98
H 9.38 -7.03 -5.53
C 7.20 3.15 3.95
C 8.63 2.84 4.10
N 9.75 2.60 4.21
H 6.70 2.34 3.42
H 6.75 3.27 4.94
H 7.08 4.08 3.39
*
```



Which of these has the lowest LUMO energy? C59H82FN21O3S